Entry 1:
The following is a DFT calculation (ωB97M-V/def2-TZVPD) of a 2-piece molecular cluster, CH4O4S overall.

Results
E_LUMO: -4.0898 eV
electronic energy: -739.42133 Eh
orbital gap: 0.238 Eh
relative energy (zero: lowest compared OMol25 entry of this formula, charge and spin): 130.4 kcal per mole

```
10
Properties=species:S:1:pos:R:3:forces:R:3:nbo_charge:R:1
C -0.288754 -1.210166 0.207739 -0.1 2.0 1.1 -0.215
H -1.996187 -0.305869 0.703059 0.5 -0.4 -0.2 0.499
H 0.552172 -1.449198 0.878295 -0.4 -1.0 -0.8 0.220
H -0.712307 -1.824199 -0.574682 1.5 -0.3 -0.9 0.225
H 1.252960 3.041049 0.148296 -0.2 -3.7 0.5 0.473
O -1.392730 -1.006050 1.014578 -0.3 1.1 0.9 -0.710
O 1.310838 1.123083 0.553634 0.4 2.4 -0.2 -0.835
O -0.644906 1.335539 -0.776057 1.1 -1.2 -0.9 -0.948
O 1.424972 -0.124728 -1.586271 -2.2 1.5 1.5 -0.898
S 0.493942 0.420538 -0.568593 -0.4 -0.4 -0.9 2.188
```
Positions in Å, forces in eV/Å.

=====

Entry 2:
The following is a DFT calculation (ωB97M-V/def2-TZVPD) of CH4OP2 as an isolated structure.

Results
E_LUMO: -0.3248 eV
electronic energy: -798.36929 Eh
orbital gap: 0.324 Eh
relative energy (zero: lowest compared OMol25 entry of this formula, charge and spin): 29.4 kcal per mole

```
8
Properties=species:S:1:pos:R:3:forces:R:3:nbo_charge:R:1
C -0.034184 1.123519 0.082491 -0.3 -2.0 -1.8 -0.924
O 1.834158 -0.913442 0.337477 0.1 0.0 0.7 -1.036
P 1.293713 0.000508 -0.677997 -0.8 1.3 -0.8 1.278
P -1.456246 -0.661089 -0.207506 2.1 0.9 -0.5 0.190
H 0.136258 1.083399 1.121297 -0.2 0.0 1.5 0.221
H -0.369114 2.143767 -0.260597 0.2 -1.5 -0.1 0.250
H -0.710740 -1.557878 -1.255725 -0.7 1.5 1.4 0.014
H -0.693848 -1.218782 0.860559 -0.4 -0.1 -0.2 0.008
```
Positions in Å, forces in eV/Å.

=====

Entry 3:
The following is a DFT calculation (ωB97M-V/def2-TZVPD) of a 2-piece molecular cluster, CH4OP2 overall.

Results
E_LUMO (spin up / spin down): -1.1758 / -1.4206 eV
electronic energy: -798.30337 Eh
orbital gap (spin up / spin down): 0.242 / 0.233 Eh
relative energy (zero: lowest compared OMol25 entry of this formula, charge and spin): 70.7 kcal per mole

```
8
Properties=species:S:1:pos:R:3:forces:R:3:nbo_charge:R:1
C 0.169986 1.019169 0.296457 1.4 -1.0 0.0 -0.796
O 0.538240 -1.774018 -1.405950 0.7 0.6 -1.0 -0.959
P 1.129670 -0.569962 -2.066290 -0.8 -0.4 0.8 1.018
P -0.413041 -0.376911 1.179361 -1.6 -0.6 -0.5 0.281
H 1.253944 1.166189 0.288384 -0.4 0.2 0.0 0.196
H -0.433177 1.863421 0.464940 -0.4 1.3 -0.4 0.202
H -1.886209 -0.000366 1.227893 1.7 -0.6 -0.3 -0.020
H -0.359413 -1.327521 0.015205 -0.5 0.6 1.4 0.078
```
Positions in Å, forces in eV/Å.

=====

Entry 4:
The following is a DFT calculation (ωB97M-V/def2-TZVPD) of a 2-piece molecular cluster, CH4OS2 overall.

Results
E_LUMO: 0.7137 eV
electronic energy: -912.09155 Eh
orbital gap: 0.381 Eh
relative energy (zero: lowest compared OMol25 entry of this formula, charge and spin): 0.0 kcal per mole

```
8
Properties=species:S:1:pos:R:3:forces:R:3:nbo_charge:R:1
O 0.291653 -1.446464 0.597935 0.3 0.0 -0.3 -0.524
C 0.936160 -1.175229 -0.377693 -0.3 0.0 0.1 0.260
S 0.269664 -0.547778 -1.898544 0.1 -0.1 0.1 -0.025
H 2.033328 -1.287671 -0.438557 -0.1 0.0 0.0 0.136
H -0.999915 -0.547593 -1.464458 0.0 0.0 0.0 0.153
S -0.796911 1.545266 1.685395 0.0 0.0 -0.1 -0.278
H -1.068445 2.805685 1.311052 0.1 -0.1 0.0 0.137
H 0.520801 1.692862 1.485031 -0.1 0.0 0.0 0.140
```
Positions in Å, forces in eV/Å.

=====

Entry 5:
The following is a DFT calculation (ωB97M-V/def2-TZVPD) of a 3-piece molecular cluster, CH4OS2 overall.

Results
E_LUMO: -0.4062 eV
electronic energy: -912.02135 Eh
orbital gap: 0.324 Eh
relative energy (zero: lowest compared OMol25 entry of this formula, charge and spin): 44.0 kcal per mole

```
8
Properties=species:S:1:pos:R:3:forces:R:3:nbo_charge:R:1
C 0.183241 -0.626885 -0.004597 0.4 -0.5 3.3 -0.591
O 2.219247 0.864282 -0.657666 0.0 0.4 0.5 -0.851
S 0.021337 -1.059554 -1.542130 -0.2 0.0 -0.1 0.013
S 1.297559 0.513414 0.667835 0.0 -0.4 -1.7 0.699
H -2.516551 0.038195 0.662482 -0.5 2.0 2.6 -0.002
H -0.251918 -1.107159 0.984790 0.1 0.7 -2.3 0.229
H -2.636352 0.552721 1.363714 0.4 -1.9 -2.6 0.002
H 1.683437 0.824987 -1.474427 -0.1 -0.2 0.3 0.501
```
Positions in Å, forces in eV/Å.

=====

Entry 6:
The following is a DFT calculation (ωB97M-V/def2-TZVPD) of CH4OS3 as an isolated structure.

Results
E_LUMO (spin up / spin down): -0.5081 / -3.3433 eV
<S²>: 2.014
spin multiplicity: 3
electronic energy: -1310.08446 Eh
orbital gap (spin up / spin down): 0.238 / 0.252 Eh
relative energy (zero: lowest compared OMol25 entry of this formula, charge and spin): 74.3 kcal per mole

```
9
Properties=species:S:1:pos:R:3:forces:R:3:lowdin_spin:R:1
C -1.521259 0.181987 0.797913 -0.3 -0.4 1.5 0.678
O 1.746195 0.179162 0.721599 0.0 -0.4 -0.1 0.057
S 1.317620 -2.088750 -1.082200 -0.2 0.1 -0.1 0.091
S -0.289851 0.894056 -1.128125 1.2 -0.3 -1.1 1.067
S 1.411825 -0.269567 -0.616962 0.7 2.3 -0.4 0.011
H -2.294395 -0.218144 0.131747 0.4 -0.3 0.7 0.029
H -1.690329 1.229238 1.044540 0.1 -0.1 0.0 0.032
H -0.978871 -0.390581 1.600975 -0.8 0.3 -1.2 0.035
H 2.299064 0.482601 -1.469489 -0.9 -1.3 0.7 -0.001
```
Positions in Å, forces in eV/Å.

=====

Entry 7:
The following is a DFT calculation (ωB97M-V/def2-TZVPD) of one molecule with the formula CH4SSi.

Results
E_LUMO (spin up / spin down): -2.4653 / -2.4445 eV
electronic energy: -727.98754 Eh
orbital gap (spin up / spin down): 0.247 / 0.248 Eh
relative energy (zero: lowest compared OMol25 entry of this formula, charge and spin): 101.9 kcal per mole

```
7
Properties=species:S:1:pos:R:3:forces:R:3:nbo_charge:R:1
Si 0.814668 0.093112 0.237401 0.6 -0.4 1.9 0.798
C -0.837756 0.197464 -0.690852 -5.9 -2.7 2.3 -0.561
S -2.599856 -0.531913 0.384407 5.2 2.1 -2.7 -0.111
H 1.748798 -0.884331 -0.422252 -0.5 0.3 -0.1 -0.131
H 0.684674 -0.439896 1.758092 -0.3 0.7 -2.0 -0.107
H 1.604943 1.389922 0.394581 -0.8 -0.5 -0.4 -0.127
H -1.415469 0.175644 -1.661377 1.6 0.5 0.9 0.239
```
Positions in Å, forces in eV/Å.

=====

Entry 8:
The following is a DFT calculation (ωB97M-V/def2-TZVPD) of a 2-piece molecular cluster, CH5BO overall.

Results
E_LUMO: 0.5484 eV
electronic energy: -141.14614 Eh
orbital gap: 0.431 Eh
relative energy (zero: lowest compared OMol25 entry of this formula, charge and spin): 52.0 kcal per mole

```
8
Properties=species:S:1:pos:R:3:forces:R:3:nbo_charge:R:1
B 1.090577 0.907204 1.810350 -0.5 0.2 1.1 0.885
O 1.351217 1.809665 2.572001 0.1 -0.5 -0.9 -0.804
H 0.638652 -0.040868 1.266372 0.5 0.4 -0.1 -0.083
C -0.668810 -0.728008 -1.238949 1.3 5.2 2.8 -0.890
H -0.816716 0.432289 -0.594355 -1.4 -3.1 -1.6 0.190
H -0.910780 -0.441042 -2.300697 0.3 -1.0 1.3 0.244
H -1.044728 -1.588848 -0.627769 0.2 1.0 -1.1 0.239
H 0.360589 -0.350393 -0.886954 -0.4 -2.1 -1.6 0.220
```
Positions in Å, forces in eV/Å.